C28H36I2N5NiOS2 | ωB97M-V with the def2-TZVPD basis set

Positions of all 75 atoms, in Å:
Ni  -0.166  0.938  -1.225
C  -3.258  -1.607  -3.528
C  -2.395  -0.486  -2.993
S  -0.967  -0.990  -2.103
C  -2.677  0.811  -3.161
C  -3.881  1.316  -3.908
S  -1.631  2.066  -2.514
H  -2.773  -2.567  -3.357
H  -3.438  -1.509  -4.602
H  -4.231  -1.639  -3.029
H  -4.495  0.503  -4.295
H  -3.581  1.948  -4.748
H  -4.503  1.933  -3.254
I  1.664  3.035  -2.065
C  1.685  2.881  -4.177
I  1.017  1.056  -4.999
H  2.708  3.029  -4.496
H  1.031  3.660  -4.547
C  2.154  -1.905  -2.138
C  2.290  -1.113  -0.890
N  1.552  -0.103  -0.494
C  2.032  0.285  0.743
C  3.071  -0.504  1.094
N  3.247  -1.387  0.041
C  4.152  -2.496  0.034
N  3.457  -3.759  0.084
N  3.823  -4.739  -0.772
N  3.089  -5.770  -0.588
C  2.177  -5.473  0.405
C  1.148  -6.247  0.951
C  0.371  -5.661  1.920
C  0.600  -4.331  2.341
C  1.611  -3.560  1.819
C  2.403  -4.170  0.840
H  1.612  -1.320  -2.875
H  1.576  -2.814  -1.957
H  3.131  -2.189  -2.531
H  1.545  1.075  1.283
H  3.706  -0.521  1.962
H  4.812  -2.381  0.896
H  4.753  -2.535  -0.875
H  0.972  -7.256  0.604
H  -0.447  -6.215  2.359
H  -0.057  -3.895  3.081
H  1.747  -2.529  2.119
C  -3.130  0.288  0.558
C  -2.303  0.012  1.814
C  -1.231  -1.052  1.590
C  -1.756  1.292  2.418
C  -2.186  1.637  3.695
C  -1.806  2.812  4.327
C  -0.997  3.688  3.617
C  -0.548  3.398  2.337
C  0.257  4.458  1.604
C  1.703  4.030  1.335
C  -0.442  4.938  0.333
C  -0.866  2.153  1.723
O  -0.326  1.853  0.577
H  -3.552  -0.638  0.160
H  -2.534  0.745  -0.234
H  -3.948  0.973  0.798
H  -2.992  -0.392  2.565
H  -0.480  -0.707  0.885
H  -1.666  -1.970  1.183
H  -0.736  -1.288  2.537
H  -2.854  0.951  4.207
H  -2.155  3.050  5.323
H  -0.722  4.643  4.056
H  0.307  5.321  2.280
H  1.729  3.198  0.629
H  2.185  3.697  2.257
H  2.288  4.854  0.918
H  -0.649  4.109  -0.340
H  0.169  5.677  -0.194
H  -1.397  5.403  0.582

Properties
Charge   -1
Gap between HOMO and LUMO (spin up / spin down)   5.5 / 5.5 eV
E_tot   -118035.6003 eV
HOMO energy (spin up / spin down)   -3.416 / -3.415 eV